{
  "formula": "C14H20B2F4O18S",
  "method": "the ωB97M-V functional and the def2-TZVPD basis",
  "charge": 0,
  "spin_multiplicity": 1,
  "orbital_gap_ev": 10.432,
  "elements": ["C", "C", "B", "O", "O", "S", "O", "O", "B", "O", "O", "H", "H", "H", "H", "H", "H", "H", "H", "C", "C", "O", "C", "O", "O", "F", "H", "H", "H", "C", "C", "O", "C", "O", "O", "F", "H", "H", "H", "C", "C", "O", "C", "O", "O", "F", "H", "H", "H", "C", "C", "O", "C", "O", "O", "F", "H", "H", "H"],
  "coordinates": [[3.088, 3.213, 0.683], [3.689, 2.332, -0.446], [2.814, 1.062, -0.688], [2.569, 0.108, 0.275], [2.262, 0.773, -1.959], [1.210, 1.594, -2.836], [1.340, 3.000, -2.469], [-0.125, 1.113, -2.099], [-0.673, 2.023, -1.146], [-0.143, 2.088, 0.111], [-1.750, 2.734, -1.578], [3.111, 4.266, 0.403], [2.042, 2.970, 0.887], [3.634, 3.087, 1.618], [3.771, 2.907, -1.367], [4.698, 2.014, -0.163], [3.371, -0.257, 0.661], [-0.575, 1.529, 0.775], [-1.853, 3.565, -1.102], [1.536, -0.793, 3.855], [0.605, -0.286, 4.943], [-0.314, 0.507, 4.202], [-0.323, 0.059, 2.930], [-1.140, 0.376, 2.116], [0.678, -0.798, 2.711], [1.235, 0.493, 5.847], [2.345, -0.078, 3.693], [1.928, -1.790, 4.027], [0.047, -1.061, 5.471], [5.378, 0.870, -4.393], [6.574, -0.063, -4.444], [7.391, 0.434, -3.405], [6.599, 1.077, -2.502], [6.941, 1.400, -1.416], [5.364, 1.265, -3.022], [7.241, 0.017, -5.619], [5.563, 1.742, -5.022], [4.431, 0.407, -4.654], [6.347, -1.113, -4.245], [-3.833, -0.845, 2.126], [-3.449, -2.302, 2.278], [-4.611, -2.867, 2.853], [-5.677, -2.105, 2.489], [-6.812, -2.429, 2.591], [-5.253, -0.929, 1.968], [-2.397, -2.474, 3.120], [-3.592, -0.296, 3.036], [-3.385, -0.356, 1.268], [-3.238, -2.812, 1.338], [-5.541, -1.599, -1.262], [-6.813, -2.402, -1.468], [-6.314, -3.678, -1.822], [-5.069, -3.818, -1.301], [-4.467, -4.832, -1.222], [-4.614, -2.614, -0.864], [-7.566, -1.921, -2.484], [-5.217, -1.160, -2.208], [-5.617, -0.841, -0.490], [-7.440, -2.500, -0.580]],
  "mulliken_charge": [-0.94, -0.13, 0.38, -0.52, -0.18, 0.47, -0.55, -0.25, 0.60, -0.36, -0.45, 0.30, 0.07, 0.33, 0.17, 0.29, 0.26, 0.31, 0.30, -0.45, 0.31, -0.32, 0.83, -0.80, -0.22, -0.29, 0.27, 0.31, 0.30, -0.44, 0.30, -0.34, 0.61, -0.50, -0.22, -0.29, 0.27, 0.28, 0.28, -0.29, 0.52, -0.33, 0.58, -0.52, -0.38, -0.31, 0.39, 0.13, 0.21, -0.42, 0.37, -0.33, 0.63, -0.51, -0.27, -0.29, 0.31, 0.24, 0.27]
}